# 1
Computed, not measured: C20H23AsCl5F6MgN8O5 as an isolated structure, with wB97M-V/def2-TZVPD.

* expectation value of S²: 0.771

The geometry in ORCA input format:
```
! RIJCOSX wB97M-V def2-TZVPD def2/J DEFGRID3
* xyz 0 2
Mg 1.06 0.31 0.34
Cl -0.89 -2.00 0.53
C 0.51 -2.55 1.29
C 1.63 -1.68 1.23
C 2.76 -2.17 1.83
Cl 4.20 -1.21 1.84
C 2.80 -3.43 2.47
Cl 4.20 -3.97 3.23
C 1.63 -4.25 2.52
Cl 1.70 -5.77 3.31
C 0.48 -3.82 1.94
Cl -0.94 -4.77 1.96
C -0.13 4.41 0.22
C 0.49 3.58 -0.85
N 0.40 2.27 -0.96
C 1.08 1.93 -2.10
C 1.59 3.05 -2.70
N 1.20 4.09 -1.89
C 2.45 3.31 -3.87
O 2.70 2.27 -4.63
O 2.83 4.44 -4.10
C 1.29 0.50 -2.46
O 1.75 0.22 -3.58
O 0.98 -0.31 -1.54
H -0.13 3.84 1.15
H -1.16 4.66 -0.04
H 0.43 5.33 0.37
H 1.44 5.05 -2.07
H 2.29 1.43 -4.25
C 4.80 1.63 -1.40
N 4.55 2.49 -0.24
C 3.50 2.32 0.59
N 3.32 3.23 1.58
O 2.70 1.38 0.44
H 5.81 1.23 -1.36
H 4.66 2.18 -2.33
H 4.10 0.81 -1.37
H 5.12 3.30 -0.12
H 4.06 3.85 1.85
H 2.60 3.01 2.25
C -3.46 0.14 1.34
N -4.84 0.62 1.33
C -4.81 2.08 1.20
N -4.12 2.50 -0.03
C -2.76 1.97 0.02
N -2.73 0.51 0.12
C -3.45 -0.04 -1.03
N -4.84 0.44 -1.10
C -5.51 0.06 0.15
C -4.81 1.90 -1.17
H -3.47 -0.95 1.44
H -2.94 0.56 2.20
H -4.30 2.50 2.06
H -5.84 2.45 1.17
H -2.23 2.39 0.88
H -2.22 2.27 -0.89
H -3.46 -1.13 -0.97
H -2.93 0.25 -1.95
H -5.53 -1.03 0.23
H -6.54 0.43 0.12
H -5.83 2.28 -1.21
H -4.29 2.20 -2.09
F -0.16 1.07 1.73
As 0.16 1.32 3.52
F -0.47 -0.27 3.76
F -1.41 2.00 3.62
F 0.49 1.54 5.17
F 0.81 2.88 3.10
F 1.73 0.64 3.20
*
```


# 2
Computed, not measured: C42H39N9O4PRbS as an isolated structure, with wB97M-V/def2-TZVPD.

The geometry in ORCA input format:
```
! RIJCOSX wB97M-V def2-TZVPD def2/J DEFGRID3
* xyz -2 1
Rb 0.16 0.92 0.62
N -1.97 -2.59 4.54
C -2.06 -1.74 3.42
S -2.24 -0.05 3.70
N -2.08 -2.36 2.28
N -2.01 -1.63 1.13
C -2.93 -1.79 0.27
C -4.20 -2.52 0.58
C -4.96 -2.15 1.68
C -6.13 -2.84 1.98
C -6.53 -3.92 1.21
C -5.76 -4.30 0.11
C -4.61 -3.60 -0.20
C -2.72 -1.28 -1.11
C -3.80 -0.87 -1.89
C -3.57 -0.44 -3.18
C -2.28 -0.46 -3.68
C -1.27 -0.88 -2.83
N -1.47 -1.27 -1.58
H -1.62 -2.10 5.35
H -1.51 -3.46 4.33
H -4.63 -1.32 2.29
H -6.72 -2.54 2.84
H -7.43 -4.47 1.46
H -6.06 -5.15 -0.50
H -4.01 -3.89 -1.06
H -4.80 -0.87 -1.47
H -4.40 -0.08 -3.79
H -2.06 -0.14 -4.69
H -0.24 -0.91 -3.18
C 0.39 6.18 -2.62
C -0.55 6.64 -1.69
C -0.67 6.02 -0.47
C 0.13 4.92 -0.17
C 1.04 4.44 -1.10
C 1.18 5.08 -2.32
N 0.04 4.18 1.05
N -0.46 4.80 2.00
C -0.56 4.02 3.21
C -1.26 4.62 4.25
C -1.39 3.92 5.44
C -0.79 2.68 5.55
C -0.08 2.19 4.46
N 0.02 2.84 3.32
H 0.48 6.66 -3.58
H -1.18 7.48 -1.94
H -1.40 6.34 0.26
H 1.63 3.56 -0.86
H 1.87 4.69 -3.05
H -1.70 5.60 4.09
H -1.95 4.34 6.26
H -0.87 2.09 6.46
H 0.42 1.23 4.52
O 4.86 1.49 1.87
C 4.12 0.69 1.30
O 2.86 0.51 1.43
C 4.67 -0.30 0.24
P 3.16 -1.30 -0.11
C 3.87 -2.68 -1.16
C 5.00 -2.54 -1.96
C 5.44 -3.57 -2.78
C 4.76 -4.77 -2.83
C 3.61 -4.93 -2.05
C 3.17 -3.89 -1.24
C 3.02 -2.30 1.43
C 4.07 -3.09 1.90
C 3.95 -3.81 3.08
C 2.77 -3.75 3.81
C 1.71 -2.96 3.35
C 1.84 -2.25 2.17
H 5.52 -0.88 0.61
H 4.99 0.26 -0.64
H 5.55 -1.60 -1.95
H 6.33 -3.43 -3.39
H 5.10 -5.58 -3.46
H 3.06 -5.86 -2.08
H 2.27 -4.02 -0.65
H 4.99 -3.15 1.33
H 4.77 -4.42 3.43
H 2.67 -4.30 4.74
H 0.79 -2.89 3.92
H 1.02 -1.63 1.84
C 0.85 1.65 -4.82
C 0.51 1.75 -3.36
N 1.27 1.26 -2.43
O 2.41 0.61 -2.95
C -0.74 2.40 -2.98
C -1.54 3.22 -3.95
N -1.15 2.19 -1.74
O -2.25 2.71 -1.35
H 1.60 0.88 -4.99
H 1.24 2.60 -5.18
H -0.05 1.42 -5.40
H 2.71 0.15 -2.16
H -0.89 3.81 -4.61
H -2.16 3.89 -3.36
H -2.21 2.61 -4.57
*
```


# 3
Computed, not measured: a 5-piece molecular cluster, H9O5 overall, with wB97M-V/def2-TZVPD.

The geometry in ORCA input format:
```
! RIJCOSX wB97M-V def2-TZVPD def2/J DEFGRID3
* xyz -1 1
O -1.02 -1.25 -2.29
H -0.36 -1.71 -2.78
O 0.80 -2.11 1.35
H 0.63 -1.58 0.55
H 0.03 -1.95 1.86
O 0.05 0.27 0.05
H -0.84 -0.01 0.34
H -0.63 -1.12 -1.44
O -0.55 2.57 -1.69
H -0.35 2.45 -0.75
H -1.09 1.81 -1.91
O 1.08 0.70 2.66
H 1.54 1.46 2.38
H 0.70 0.47 1.67
*
```


# 4
Computed, not measured: C29H44CrN3O2S3Si4Te as an isolated structure, with wB97M-V/def2-TZVPD.

* expectation value of S²: 3.811

The geometry in ORCA input format:
```
! RIJCOSX wB97M-V def2-TZVPD def2/J DEFGRID3
* xyz -2 4
Cr -0.94 -2.19 0.32
O -1.70 0.70 2.08
S -1.29 -0.27 3.05
O -1.95 -0.21 4.33
N -1.28 -1.75 2.40
C -1.43 -2.89 3.20
C -1.54 -2.98 4.59
C -1.72 -4.22 5.25
C -1.77 -5.39 4.57
C -1.64 -5.37 3.17
C -1.67 -6.55 2.39
C -1.52 -6.47 1.06
C -1.34 -5.20 0.46
N -1.30 -4.09 1.13
C -1.46 -4.14 2.49
C 0.44 0.01 3.38
C 0.96 1.29 3.24
C 2.27 1.55 3.62
C 3.06 0.52 4.12
C 2.55 -0.76 4.23
C 1.23 -1.02 3.88
H -1.53 -2.08 5.17
H -1.81 -4.22 6.33
H -1.92 -6.34 5.08
H -1.81 -7.51 2.89
H -1.53 -7.35 0.43
H -1.21 -5.09 -0.61
H 0.34 2.06 2.80
H 2.67 2.55 3.52
H 4.09 0.73 4.40
H 3.18 -1.57 4.58
H 0.83 -2.02 3.97
C 1.73 -4.23 -2.99
C 1.19 -3.58 -1.72
S -0.52 -3.15 -1.77
C 1.95 -3.34 -0.64
C 3.42 -3.65 -0.60
S 1.32 -2.55 0.80
H 0.92 -4.35 -3.71
H 2.16 -5.21 -2.79
H 2.50 -3.61 -3.45
H 3.77 -4.09 -1.54
H 3.65 -4.35 0.21
H 4.00 -2.74 -0.41
N -4.11 -2.34 -0.18
C -2.97 -2.17 -0.04
C -2.31 1.47 -4.28
Si -0.66 2.23 -3.82
C -0.61 3.89 -4.70
C 0.62 1.15 -4.66
Si -0.33 2.19 -1.51
Te -0.37 -0.13 -0.84
Si -1.82 3.83 -0.71
C -1.86 4.05 1.13
C -3.55 3.30 -1.17
C -1.55 5.56 -1.41
Si 1.80 3.07 -1.24
C 2.19 4.71 -2.08
C 3.11 1.88 -1.87
C 2.21 3.35 0.57
H -2.35 1.25 -5.35
H -3.15 2.13 -4.02
H -2.44 0.54 -3.73
H -0.74 3.74 -5.78
H 0.33 4.42 -4.54
H -1.42 4.55 -4.35
H 0.29 0.86 -5.67
H 0.75 0.23 -4.06
H 1.60 1.63 -4.73
H -2.04 3.08 1.59
H -2.67 4.73 1.43
H -0.91 4.45 1.52
H -3.69 2.25 -0.87
H -3.72 3.35 -2.26
H -4.32 3.90 -0.67
H -0.58 5.96 -1.10
H -2.34 6.24 -1.05
H -1.57 5.56 -2.51
H 2.17 4.61 -3.18
H 3.19 5.04 -1.78
H 1.47 5.50 -1.81
H 3.27 2.00 -2.95
H 2.78 0.85 -1.70
H 4.07 2.03 -1.36
H 1.45 3.97 1.06
H 3.19 3.83 0.69
H 2.22 2.38 1.09
*
```


# 5
Computed, not measured: C7H13AsN5OS5SeV as an isolated structure, with wB97M-V/def2-TZVPD.

The geometry in ORCA input format:
```
! RIJCOSX wB97M-V def2-TZVPD def2/J DEFGRID3
* xyz 0 1
V 0.88 -2.19 0.72
S 0.80 -6.38 -2.04
As 1.10 -4.36 -2.21
S 2.11 -3.67 1.20
S -0.32 -3.06 -0.92
S 2.14 -3.26 -3.58
C -0.68 4.21 -4.06
C -1.11 3.88 -2.71
N -1.76 4.64 -1.93
N -1.92 3.91 -0.75
C -1.36 2.67 -0.80
S -1.34 1.51 0.36
N -0.80 2.68 -2.07
N -0.12 1.64 -2.58
H -1.20 5.11 -4.36
H -0.94 3.40 -4.75
H 0.37 4.45 -4.16
H -2.37 4.33 0.06
H -0.56 1.30 -3.45
H 0.83 1.86 -2.74
Se 2.19 -0.08 0.31
C 3.77 -0.92 -0.07
N 4.78 -1.44 -0.30
C 0.38 -0.84 3.84
C -0.69 -1.72 3.26
C -0.96 -3.01 4.02
O -0.31 -1.84 1.89
H 0.02 -0.43 4.76
H 0.52 -0.03 3.13
H 1.27 -1.42 3.98
H -1.61 -1.07 3.23
H -0.16 -3.76 3.90
H -1.93 -3.42 3.75
H -1.01 -2.70 5.06
*
```


Result set for energy relative to the best compared isomer or geometry (same formula, charge and spin): 191.3 82.6 94.3 36.7 85.1 kJ/mol, one per record in the order listed.